DFT (wB97M-V/def2-TZVPD) results for a single HNO3P2 molecule at a distorted geometry.

Geometry as XYZ:
```
7
Properties=species:S:1:pos:R:3:forces:R:3
N 0.05965 1.01184 -0.08099 -3.03 0.77 0.59
O -0.58797 2.00602 0.25378 2.31 -2.15 -0.99
O 1.21339 0.73447 0.44609 -1.51 0.12 -0.60
O 1.78934 -1.78160 -0.21039 0.93 -0.88 -1.13
P 0.86290 -1.17266 0.71092 -0.55 0.25 1.51
P -1.00240 -0.69889 -0.85748 -0.25 2.80 1.16
H -2.33490 -0.09918 -0.26194 2.12 -0.91 -0.53
```
Forces are in eV/Å.

Calculated values
LUMO energy (eV): -1.77
HOMO-LUMO gap (eV): 7.422
2S+1: 1



DFT (wB97M-V/def2-TZVPD) results for a single HNO3S molecule at a distorted geometry.

Geometry as XYZ:
```
6
Properties=species:S:1:pos:R:3:forces:R:3
O 0.29385 1.68145 -1.42472 -0.47 -0.44 0.31
S -0.06670 0.78114 -0.37344 1.26 -0.58 0.70
O 0.01893 1.15019 1.01980 -0.45 -0.02 -0.80
N -0.03907 -0.75132 -0.72004 -0.65 0.22 0.67
O -0.35796 -1.57016 0.40187 -1.92 -0.50 -3.98
H 0.15096 -1.29130 1.09653 2.24 1.31 3.09
```
Forces are in eV/Å.

Calculated values
SMILES string: O=S(=O)=NO
LUMO energy (eV): -1.53
HOMO-LUMO gap (eV): 9.457
2S+1: 1



DFT (wB97M-V/def2-TZVPD) results for 2 unconnected molecules or ions with the total composition HNO4 at a distorted geometry.

Geometry as XYZ:
```
6
Properties=species:S:1:pos:R:3:forces:R:3
N 1.04752 1.92800 1.49202 -0.97 -3.43 1.88
O 0.91355 2.37791 0.42933 0.63 1.99 -0.79
O 1.46433 2.06073 2.59863 0.31 1.43 -1.11
O -0.98609 -0.43086 0.60348 -0.26 0.14 2.27
O 0.19732 -0.42999 1.19806 0.16 0.00 0.79
H -0.69892 -0.47396 -0.27135 0.12 -0.12 -3.03
```
Forces are in eV/Å.

Calculated values
LUMO energy (alpha / beta) (eV): -0.42 / -0.90
HOMO-LUMO gap (alpha / beta) (eV): 10.875 / 8.471
2S+1: 1



DFT (wB97M-V/def2-TZVPD) results for 2 unconnected molecules or ions with the total composition HNOS2 at a distorted geometry.

Geometry as XYZ:
```
5
Properties=species:S:1:pos:R:3:forces:R:3
N 0.59258 0.08148 -0.73000 -0.73 2.23 -0.38
O 1.57222 -2.23410 -1.08302 0.17 0.29 -0.07
S -1.94418 1.63261 0.65472 0.80 -0.88 -0.74
S 0.71235 -1.33265 -0.32917 -0.52 -1.77 0.91
H -0.93298 1.85267 1.48746 0.28 0.12 0.29
```
Forces are in eV/Å.

Calculated values
LUMO energy (alpha / beta) (eV): -4.79 / -4.79
HOMO-LUMO gap (alpha / beta) (eV): 4.657 / 4.634
2S+1: 1



Relative energy (zero: lowest compared OMol25 entry of this formula, charge and spin) values, unit kcal/mol, following the record order: 29.1, 18.0, 24.1, 84.3.
Calculated total energy values, unit hartree, following the record order: -963.629070, -679.123215, -356.034979, -926.753087.